# 1
Density functional theory data (ωB97M-V with the def2-TZVPD basis set) for a molecular structure, C11H15BBr3FN2O in a non-equilibrium geometry.

Last column: Mulliken charge in e.
Element x y z (Å)
C -2.426 -1.542 1.359  -0.844
C -2.085 -0.997 0.101  -0.869
C -0.593 -1.110 -0.393  1.569
C 0.038 -2.123 0.552  -0.424
N 0.794 -2.691 1.165  -0.545
B -0.671 -1.664 -1.916  0.462
C -2.006 -1.619 -2.794  -1.060
O 0.463 -2.183 -2.558  -0.559
C 0.043 0.342 -0.263  0.534
C 0.415 0.554 1.183  -0.280
N 0.548 0.734 2.290  -0.484
C 1.216 0.650 -1.236  -1.388
C 2.454 -0.287 -1.099  -0.424
C 3.701 0.404 -0.501  -0.459
F 4.054 1.542 -1.229  -0.304
H -2.864 -2.547 1.494  0.270
H -2.196 -0.985 2.289  0.295
H -2.848 -0.468 -0.495  0.376
H -2.798 -2.181 -2.262  0.403
H -1.817 -2.009 -3.810  0.226
H -2.366 -0.566 -2.866  0.353
H 0.711 -3.007 -2.104  0.335
H -0.772 1.050 -0.512  0.567
H 0.875 0.734 -2.286  0.425
H 1.571 1.673 -0.978  0.592
H 2.275 -1.225 -0.547  0.357
H 2.742 -0.587 -2.128  0.314
H 4.540 -0.313 -0.613  0.303
H 3.570 0.654 0.566  0.276
C -1.247 3.850 3.934  -0.238
Br -2.141 4.199 5.609  -0.012
Br -2.507 3.525 2.506  -0.027
Br 0.000 5.252 3.479  -0.011
H -0.672 2.941 4.062  0.271

Summary:
LUMO (eV): -1.16
HOMO-LUMO gap (eV): 6.832

# 2
Density functional theory data (ωB97M-V with the def2-TZVPD basis set) for a molecular structure, C11H15BN6O2Os in a non-equilibrium geometry.

Last column: Mulliken charge in e.
Element x y z (Å)
H -3.530 1.491 1.253  0.487
N -1.990 0.637 0.047  -0.138
B -0.832 -0.812 -1.745  0.229
N -2.066 -0.146 -1.113  -0.003
C -3.347 -0.263 -1.511  -0.026
Os -0.676 2.178 0.557  0.780
H -3.638 -0.831 -2.386  0.467
C -4.140 0.402 -0.603  -1.063
H -5.207 0.514 -0.627  0.437
C -3.288 0.906 0.382  -0.072
H -1.160 -1.285 -2.793  -0.049
C 3.678 -0.213 3.613  -1.004
H 4.048 0.652 4.128  0.313
H 3.101 0.010 2.733  0.083
H 4.576 -0.752 3.386  0.306
N -0.196 -1.907 -0.844  0.472
N 0.117 0.360 -2.045  0.122
N 0.240 -1.600 0.398  -0.398
N 0.498 1.217 -0.975  -0.337
C 0.085 -3.192 -1.101  -0.015
C 0.825 0.629 -3.160  -0.015
H -0.187 -3.583 -2.041  0.517
H 0.638 0.053 -4.070  0.467
C 0.755 -3.731 0.082  -0.753
C 1.713 1.651 -2.866  -0.979
C 0.799 -2.638 0.985  -0.047
C 1.517 1.949 -1.506  -0.135
H 1.113 -4.713 0.290  0.442
H 2.406 2.153 -3.535  0.423
H 1.175 -2.528 2.018  0.501
H 1.985 2.674 -0.864  0.489
H 3.056 -0.750 4.212  0.309
O -0.504 3.293 3.625  -0.381
C -0.518 2.927 2.444  0.449
O -0.482 3.824 1.246  -0.202
H -0.562 1.426 2.386  0.324

Summary:
Expectation value of S²: 6.038
2S+1: 5
LUMO (alpha / beta) (eV): -8.73 / -10.43
Energy above the lowest of the compared OMol25 structures with the same formula, charge and spin (kcal per mole): 55.0
HOMO-LUMO gap (alpha / beta) (eV): 7.383 / 5.913
Net charge: +2